Entry 1:
# C40H54BClIN9OSTi

A structure of composition C40H54BClIN9OSTi (ωB97M-V with the def2-TZVPD basis set, the OMol25 dataset).

Values from the calculation:
- M (g/mol) = 930.04
- relative energy (zero: lowest compared OMol25 entry of this formula, charge and spin) (kcal per mole) = 0.0
- total charge = +2
- calculated total energy (Eh) = -4154.88978
- multiplicity = 1

Each line ends with the Löwdin charge.
Element x y z (Å)
H  0.500  2.231  -3.991  0.048
C  2.562  -3.378  3.154  -0.038
C  2.595  -2.795  -1.117  -0.425
H  4.102  -1.132  3.557  0.094
H  0.126  4.332  2.588  0.093
C  3.831  0.491  -0.622  -0.104
H  2.643  -2.472  1.231  0.099
C  -0.976  0.715  4.397  -0.354
H  0.094  -0.544  -5.623  0.160
C  -0.398  3.241  0.132  -0.163
C  -0.480  -0.074  -3.727  -0.747
H  -3.511  1.538  -5.423  0.125
H  5.837  1.251  -0.726  0.126
H  1.617  -3.898  2.993  0.091
H  -1.465  5.023  2.897  0.094
C  -1.269  4.178  0.925  -0.337
H  -1.254  3.278  2.919  0.051
H  3.375  -4.069  2.933  0.090
C  -2.023  -4.334  -1.016  -0.064
Cl  6.942  -3.603  -2.010  0.773
C  4.376  -4.296  -1.680  -0.129
N  -1.898  -0.085  0.353  0.081
C  -2.448  1.081  -3.578  -0.058
C  -4.920  -0.723  2.148  -0.034
N  -0.122  0.193  2.091  0.073
C  -2.763  3.992  0.643  -0.035
C  0.989  -0.826  3.703  0.074
C  5.208  0.381  -0.854  0.000
H  -2.338  -2.089  -3.652  0.056
C  -4.250  0.258  1.183  -0.354
H  -4.195  -1.181  2.822  0.075
C  5.287  -3.279  -1.667  -0.586
C  4.006  -1.413  2.507  -0.030
S  0.883  -0.858  -3.085  0.838
H  -1.702  0.398  -6.790  0.150
Ti  0.795  -0.676  -0.529  1.070
H  3.699  3.252  -1.252  0.071
H  3.392  1.426  -0.300  0.112
H  1.303  -1.151  4.681  0.134
H  -3.323  4.811  1.093  0.094
N  -1.413  0.528  -2.975  0.103
H  4.088  -0.504  1.911  0.066
C  -0.055  0.055  3.417  -0.155
H  -5.665  -0.203  2.750  0.093
H  -2.151  -3.849  -3.740  0.093
N  -1.214  -0.950  -0.467  -0.017
C  -0.182  1.633  5.329  -0.039
H  2.633  -3.114  4.210  0.085
H  -1.481  -4.371  -0.071  0.080
C  -0.943  4.194  2.420  -0.035
C  -1.744  -0.350  5.185  -0.035
H  -0.656  -2.997  -1.986  0.077
H  0.530  1.059  5.925  0.088
H  1.047  3.881  -3.741  0.092
H  -3.145  3.061  1.060  0.052
N  3.002  -0.526  -0.770  0.033
H  -5.429  -1.522  1.605  0.087
N  -0.308  1.907  0.258  0.078
C  3.240  3.390  -2.230  -0.049
C  -2.097  -1.868  -0.925  -0.222
H  0.373  2.389  4.773  0.080
C  3.007  -4.067  -1.385  -0.628
H  -5.783  0.128  -0.353  0.087
H  -1.860  1.593  1.844  0.095
H  -2.311  -1.008  4.524  0.074
H  -2.440  0.127  5.874  0.092
H  2.908  4.428  -2.285  0.088
N  0.606  1.418  -0.661  0.005
C  -3.189  -0.440  0.388  -0.162
H  -1.063  -0.968  5.772  0.088
H  6.797  -0.934  -1.418  0.113
H  -4.264  -2.100  -0.600  0.134
C  0.475  3.632  -0.872  0.064
C  1.525  -1.209  2.493  -0.197
H  0.641  4.642  -1.208  0.133
C  -1.726  -3.040  -1.783  -0.372
H  -3.783  1.049  1.768  0.106
C  3.530  -1.740  -1.107  -0.183
H  -3.090  -4.421  -0.804  0.087
H  -0.859  2.141  6.016  0.093
H  4.007  3.251  -2.992  0.094
H  -3.558  -3.147  -2.945  0.091
H  4.707  -5.301  -1.905  0.108
C  5.737  -0.827  -1.233  0.035
H  -4.799  1.597  -0.450  0.070
H  4.842  -2.069  2.258  0.091
C  -3.348  -1.562  -0.423  0.068
O  1.356  -2.400  -0.761  -0.280
H  -1.696  1.317  3.843  0.107
C  1.077  2.482  -1.351  -0.242
H  -0.999  5.163  0.537  0.140
C  -5.274  0.893  0.237  -0.041
I  1.669  -5.640  -1.337  1.057
N  0.846  -0.578  1.496  0.004
C  1.377  2.842  -3.792  -0.039
H  -6.029  1.431  0.809  0.093
C  -2.486  -3.024  -3.110  -0.036
H  -2.964  3.997  -0.429  0.086
H  -1.728  -5.197  -1.613  0.069
H  -3.176  1.555  -2.927  0.125
C  2.066  2.437  -2.483  -0.378
C  -1.686  0.471  -5.711  -0.014
C  -2.648  1.081  -4.966  0.002
C  2.678  -2.139  2.265  -0.353
N  -0.628  -0.084  -5.083  0.095
C  4.889  -1.946  -1.354  -0.146
B  -1.115  0.961  1.188  -0.471
H  2.072  2.753  -4.628  0.095
H  2.431  1.416  -2.591  0.079

Entry 2:
# C40H55BrCl48O3S

A cluster of 13 separate species, C40H55BrCl48O3S in total (ωB97M-V with the def2-TZVPD basis set, the OMol25 dataset).

Values from the calculation:
- M (g/mol) = 2397.59
- total charge = 0
- calculated total energy (Eh) = -26843.99216
- multiplicity = 1

Each line ends with the Löwdin charge.
Element x y z (Å)
Cl  3.149  -1.808  -9.120  0.494
Cl  -6.104  -2.255  6.164  0.531
Cl  4.480  -0.970  -12.275  0.496
C  3.429  -0.419  -8.053  -2.013
Cl  -0.911  -5.714  1.179  0.522
H  -0.945  2.114  -3.715  0.098
C  7.087  3.346  0.685  -2.028
H  3.262  -3.609  -1.557  0.144
C  -1.631  -6.298  -0.332  -2.036
Cl  -4.457  5.113  10.840  0.513
C  -0.662  2.853  -0.897  -0.220
Cl  3.213  -3.538  -12.691  0.508
H  -8.160  -0.042  1.431  0.040
Cl  3.788  -0.990  -6.416  0.589
H  -6.750  1.284  5.909  0.109
Cl  -4.365  7.253  -1.873  0.520
Cl  -4.282  4.892  -0.199  0.529
Cl  11.648  -1.005  -0.196  0.527
C  -2.198  -5.208  -5.919  -2.029
H  -3.049  2.370  6.618  0.103
H  -2.055  4.947  3.136  0.102
C  -6.112  1.576  5.032  -0.220
Cl  -3.313  -2.104  6.936  0.514
Cl  12.819  -0.785  2.444  0.523
C  6.635  -2.660  -1.670  -0.329
C  5.002  -4.343  -2.614  -0.329
H  -0.491  5.503  1.135  0.116
C  -0.162  3.969  2.674  -0.211
H  -1.393  0.743  -2.571  0.106
H  4.148  -6.114  -3.600  0.077
H  1.728  -1.489  -4.886  0.036
H  1.318  0.174  -3.263  0.099
Cl  4.800  0.527  -8.665  0.518
Cl  -1.704  -8.070  -0.307  0.521
Cl  -9.627  -3.088  -2.393  0.518
Cl  6.749  5.070  0.437  0.520
Cl  -7.511  -2.358  -0.554  0.518
C  3.776  -3.337  -2.521  -0.288
Cl  12.790  1.509  0.677  0.526
H  -0.933  4.894  4.579  0.111
C  1.245  -3.000  -3.404  -0.169
H  3.139  -3.058  -4.589  0.079
H  6.903  -2.700  -2.766  0.149
H  -3.432  4.547  5.007  0.102
C  -0.609  4.390  1.221  -0.210
Cl  -4.570  -4.683  6.532  0.524
Cl  -3.682  6.538  -5.852  0.498
H  0.847  2.775  0.641  0.104
C  -3.914  -0.139  11.130  -2.022
Cl  -5.182  -1.212  11.756  0.508
H  -0.809  -1.306  -3.171  0.107
Cl  5.534  -2.798  -14.257  0.516
H  0.053  2.870  2.676  0.102
H  5.179  -3.849  -0.511  0.128
C  6.863  -2.121  1.468  -0.541
Cl  -5.296  -3.061  8.820  0.498
C  0.254  3.594  0.158  -0.211
Cl  -3.904  1.369  12.061  0.500
H  -4.259  3.400  3.889  0.105
Cl  -2.062  4.486  12.342  0.507
H  -8.516  0.276  4.555  0.103
H  5.592  -4.220  -3.556  0.147
C  11.895  0.069  1.194  -2.026
C  -3.515  3.468  4.725  -0.214
H  -1.373  3.549  -1.403  0.055
C  8.035  -1.823  0.473  -0.300
C  -4.821  -3.026  7.112  -2.021
C  -0.335  -0.987  -4.140  -0.196
C  8.013  -2.599  -0.891  -0.131
C  0.398  0.381  -3.879  -0.200
Cl  -3.313  4.770  -2.924  0.510
C  -9.245  -2.207  -0.902  -2.031
H  0.976  4.253  -0.383  0.108
Cl  -9.663  -0.494  -1.106  0.524
Cl  -0.930  7.037  -5.110  0.514
H  8.147  -0.715  0.336  0.068
Cl  7.099  2.988  2.423  0.501
C  -1.991  6.308  -6.329  -2.043
O  4.367  -0.835  -3.592  -0.369
C  -8.092  0.651  3.591  -0.262
H  2.592  -4.657  -3.879  0.106
H  -1.677  4.123  1.033  0.066
Cl  -3.414  7.011  12.762  0.519
Cl  -1.644  4.573  -6.451  0.508
C  4.057  -2.194  -13.484  -2.039
H  -9.655  -0.297  2.398  0.066
Cl  -2.369  -3.453  -6.049  0.550
C  -0.552  1.335  -3.007  -0.198
Cl  -0.475  -5.630  -5.856  0.521
C  -1.316  4.315  3.704  -0.209
Cl  -3.268  -5.641  -0.501  0.515
H  0.801  4.483  2.912  0.109
Cl  -4.231  0.224  9.424  0.497
H  6.599  -4.856  -1.104  0.124
H  -4.068  0.939  4.461  0.106
H  8.982  -2.143  0.994  0.086
O  3.334  -0.937  -1.428  -0.338
Cl  -2.996  -5.757  -4.436  0.504
Cl  10.322  0.556  1.849  0.518
Cl  -10.181  -2.889  0.442  0.525
C  -8.531  -0.330  2.447  -0.158
H  8.424  -3.637  -0.789  0.120
C  0.280  2.086  -1.910  -0.214
H  -6.009  -0.134  3.689  0.100
C  -3.642  5.290  12.404  -2.045
Cl  5.839  2.374  -0.113  0.501
H  1.151  -2.430  -2.449  0.109
Cl  -2.946  -5.989  -7.323  0.527
H  0.922  1.369  -1.326  0.114
H  -1.126  -0.861  -4.926  0.089
H  5.327  -6.556  -2.315  0.083
H  0.617  -3.928  -3.324  0.043
C  -3.941  2.591  5.974  -0.205
H  3.651  -6.010  -1.879  0.090
H  -2.309  2.359  3.245  0.108
Cl  -6.148  5.035  -2.409  0.521
H  -4.556  0.467  6.195  0.050
H  0.761  0.893  -4.811  0.106
C  -6.538  0.862  3.696  -0.225
Cl  2.999  -1.474  -14.711  0.518
Br  5.706  -0.514  1.635  0.613
H  -8.544  1.656  3.385  0.109
H  0.403  -2.642  -5.470  0.068
Cl  -2.338  -0.939  11.280  0.525
C  -4.593  1.260  5.395  -0.209
Cl  -1.707  7.081  -7.899  0.520
Cl  -0.639  -5.768  -1.703  0.507
H  -1.577  2.401  4.893  0.108
C  0.806  -2.051  -4.606  -0.193
H  -6.171  1.473  2.828  0.116
C  2.735  -3.563  -3.681  -0.146
C  4.509  -5.842  -2.574  -0.069
C  -4.527  5.487  -1.851  -2.023
H  -1.265  2.118  -0.292  0.119
S  4.356  -1.595  -2.301  0.768
O  5.806  -1.479  -1.492  -0.233
H  0.984  2.812  -2.386  0.118
H  -6.233  2.688  4.927  0.105
C  5.912  -4.017  -1.351  -0.116
Cl  8.672  2.949  -0.005  0.495
H  -4.716  3.167  6.536  0.101
C  -2.107  3.021  4.129  -0.208
H  8.734  -2.046  -1.557  0.111
Cl  1.977  0.600  -8.017  0.522
H  6.292  -3.057  1.267  0.060
H  7.312  -2.256  2.488  0.060
Cl  -4.634  4.549  13.675  0.506
H  -8.247  -1.387  2.665  0.063

Question: M of number 1 (C40H54BClIN9OSTi)?
Answer: 930.04 g/mol

Question: Which formula does entry 2 have?
Answer: C40H55BrCl48O3S